No. 1
{"formula": "C8H12N4", "method": "ωB97M-V/def2-TZVPD", "multiplicity": 1, "mol_weight_da": 164.2, "de_lowest_kcal_mol": 228.9, "symbols": ["C", "C", "C", "C", "C", "C", "C", "C", "H", "H", "H", "H", "H", "H", "H", "H", "H", "H", "H", "H", "N", "N", "N", "N"], "coordinates": [[-3.42862, -0.14443, -0.25384], [-1.36831, -1.25856, 0.23810], [0.11342, -1.34673, -0.20039], [0.78663, 0.00745, 0.05635], [0.03880, 1.12876, 0.16995], [-1.32654, 1.08094, 0.22297], [3.07597, 1.01021, -0.21680], [4.31592, 0.47868, -0.24548], [-3.83271, 0.66046, -0.64952], [-3.86684, -0.22887, 0.74213], [-3.67197, -1.09163, -0.95189], [-2.07205, -2.29753, 0.05266], [-1.17541, -1.15439, 1.24837], [0.01128, -1.44668, -1.07835], [0.30114, -1.96894, 0.62554], [0.56698, 2.23721, 0.67967], [-2.05884, 2.12780, -0.52784], [-1.99329, 1.44942, 0.88117], [2.69015, 2.23164, -0.34946], [5.25684, 0.94350, -0.04337], [-1.89429, -0.12487, -0.45206], [2.30188, -0.11145, -0.00815], [4.26896, -0.96930, -0.10575], [2.96091, -1.21268, 0.16600]], "forces_ev_per_angstrom": [[2.99, -5.64, -1.14], [-0.48, -2.22, -2.39], [-1.04, 3.53, 11.62], [0.66, -1.09, -0.53], [6.70, 3.14, 3.22], [-5.65, 0.81, -6.37], [-0.72, 2.51, -0.31], [1.05, -2.60, 0.65], [-1.77, 3.95, -2.30], [0.64, -0.46, 0.35], [-0.14, 2.14, 1.87], [2.35, 2.90, 0.29], [-1.17, 0.48, 2.85], [0.24, -3.06, -12.07], [2.30, -2.06, -0.32], [-1.50, -3.54, -2.01], [2.56, -2.17, 0.84], [-0.98, 0.61, 3.99], [1.09, -4.45, 0.51], [0.41, 0.29, -0.83], [-3.09, 1.06, 1.99], [-4.08, 3.51, 0.37], [-2.92, 3.08, 1.50], [2.54, -0.72, -1.79]]}

No. 2
{"formula": "C8H12N4", "method": "ωB97M-V/def2-TZVPD", "smiles": "CC#N.CC#N.CC#N.CC#N", "multiplicity": 1, "mol_weight_da": 164.2, "de_lowest_kcal_mol": 57.5, "symbols": ["C", "C", "N", "H", "H", "H", "C", "C", "N", "H", "H", "H", "C", "C", "N", "H", "H", "H", "C", "C", "N", "H", "H", "H"], "coordinates": [[-5.97413, -1.21998, -6.83228], [-7.12504, -1.53553, -7.67134], [-8.00741, -1.81630, -8.36520], [-5.20637, -1.98509, -6.94741], [-6.29809, -1.19975, -5.79173], [-5.59742, -0.20516, -6.96010], [2.78567, -1.97772, 5.78559], [3.59457, -2.28072, 4.57897], [4.15267, -2.54508, 3.57930], [3.20541, -2.18562, 6.76982], [1.88860, -2.59688, 5.78836], [2.47602, -0.93351, 5.74273], [1.88836, -0.72641, -2.54238], [1.08664, -1.82889, -2.99985], [0.43126, -2.71671, -3.34274], [2.95796, -0.88682, -2.67778], [1.69719, -0.51908, -1.48949], [1.60100, 0.16710, -3.09661], [1.51383, 4.65957, 4.82190], [2.22595, 4.36386, 3.53504], [2.77722, 4.09065, 2.57245], [2.02764, 4.08875, 5.59537], [0.57263, 4.11095, 4.78637], [1.32584, 5.67826, 5.16106]], "forces_ev_per_angstrom": [[-0.27, 0.14, 0.73], [-0.69, -0.14, -0.94], [0.88, 0.32, 0.80], [0.05, 0.25, -0.05], [-0.06, -0.38, 0.09], [0.10, -0.19, -0.62], [-0.35, -0.08, -0.31], [1.14, -0.84, -1.77], [-1.47, 0.81, 2.81], [0.74, 0.09, -0.39], [-0.10, 0.05, -0.40], [0.04, -0.04, 0.05], [0.25, 0.89, 0.21], [-0.79, -1.43, -0.36], [0.57, 0.82, 0.25], [-0.12, -0.17, -0.05], [0.01, -0.14, 0.00], [0.08, 0.03, -0.04], [0.09, -1.60, -0.37], [-0.83, 1.07, 1.61], [0.24, -0.16, -0.50], [0.38, 0.38, 0.14], [-0.29, 0.33, -0.25], [0.41, -0.01, -0.63]]}

No. 3
{"formula": "C8H12NO", "method": "ωB97M-V/def2-TZVPD", "multiplicity": 1, "total_charge": 1, "mol_weight_da": 138.2, "de_lowest_kcal_mol": 128.1, "symbols": ["C", "C", "C", "C", "C", "C", "C", "C", "N", "O", "H", "H", "H", "H", "H", "H", "H", "H", "H", "H", "H", "H"], "coordinates": [[2.54583, -1.97418, 1.06948], [1.64472, -1.19843, 1.35170], [-0.29486, -2.61658, 2.12026], [-0.18383, 1.38631, -1.97667], [-1.57991, 1.54754, -1.27393], [0.74633, 0.81907, -0.94106], [-1.31181, 0.94167, 0.14308], [0.70811, -0.16331, 1.26554], [-0.08024, -0.00609, 0.07074], [-0.84002, -2.94908, 1.14391], [3.12480, -2.88032, 0.82693], [0.08237, -3.17986, 2.93345], [-0.24121, 0.73123, -2.87221], [0.15940, 2.46479, -2.34776], [-1.95472, 2.56312, -1.10857], [-2.23807, 1.02133, -1.89464], [1.43143, 0.14974, -1.40607], [1.32822, 1.52795, -0.22662], [-0.87008, 1.71274, 0.73816], [-2.21882, 0.46126, 0.63755], [0.43426, 0.65167, 2.05923], [-0.39192, -1.01058, -0.31250]], "forces_ev_per_angstrom": [[-0.41, -0.99, -0.02], [0.93, 0.78, -1.13], [-1.22, 1.41, -1.12], [-0.18, 3.11, -0.72], [2.00, -0.43, 1.21], [1.21, 0.36, 1.13], [-1.12, -1.07, 0.08], [-1.13, 0.88, 2.87], [-1.74, -1.49, -2.42], [-0.02, -0.21, -0.28], [-0.36, 1.15, 0.46], [0.83, -0.92, 1.22], [-0.02, 0.44, 0.67], [-0.37, -2.48, 0.73], [0.33, -0.17, -0.31], [-1.48, -0.85, -0.30], [0.87, -0.45, -0.03], [-1.08, -0.85, -1.62], [-0.35, 0.67, 0.66], [1.47, 0.50, -0.50], [0.94, -1.92, -1.43], [0.91, 2.53, 0.84]]}